[1]
ORCA calculation (ωB97M-V/def2-TZVPD) on a molecular structure, C27H26ClGaN3O3Sb.

Geometry as XYZ:
```
62
C27H26ClGaN3O3Sb ωB97M-V/def2-TZVPD
Ga -0.23 0.02 -0.67
C 3.12 0.09 0.76
C 2.93 -0.38 -0.66
C 3.98 -1.02 -1.31
C 3.91 -1.29 -2.66
C 2.80 -0.83 -3.37
C 1.77 -0.23 -2.69
N 1.81 -0.06 -1.34
Sb 0.24 0.78 -3.83
C 0.16 2.32 -2.29
C 0.31 3.63 -2.67
C 0.31 4.63 -1.70
C 0.18 4.29 -0.37
C 0.04 2.95 -0.01
C -0.07 2.56 1.43
N 0.02 2.00 -0.96
C -1.60 -0.08 -3.10
C -2.42 -0.70 -4.02
C -3.72 -1.02 -3.64
C -4.18 -0.57 -2.43
C -3.33 0.07 -1.54
C -3.91 0.66 -0.29
N -2.02 0.24 -1.84
H 3.64 -0.66 1.36
H 2.19 0.34 1.25
H 3.74 0.98 0.75
H 4.86 -1.31 -0.74
H 4.72 -1.79 -3.16
H 2.75 -0.95 -4.45
H 0.42 3.88 -3.71
H 0.43 5.67 -1.98
H 0.18 5.04 0.41
H 0.75 2.99 2.01
H -0.05 1.48 1.57
H -1.00 2.94 1.87
H -2.05 -0.92 -5.01
H -4.37 -1.57 -4.31
H -5.22 -0.71 -2.15
H -4.15 -0.11 0.44
H -4.85 1.16 -0.53
H -3.25 1.40 0.15
C 1.84 -2.27 3.59
C 0.45 -1.68 3.61
C -0.26 -1.66 4.81
C -1.51 -1.06 4.93
Cl -2.33 -1.08 6.43
C -2.09 -0.44 3.83
C -1.41 -0.49 2.63
C -0.19 -1.11 2.51
O 0.44 -1.05 1.25
C 0.90 -2.34 0.73
C 0.44 -2.61 -0.70
O 0.91 -3.52 -1.32
O -0.44 -1.75 -1.18
H 2.30 -2.14 4.57
H 2.48 -1.78 2.85
H 1.82 -3.34 3.37
H 0.18 -2.12 5.69
H -3.04 0.06 3.93
H -1.85 -0.06 1.75
H 0.54 -3.13 1.38
H 1.98 -2.36 0.73
```

The calculation puts the frontier orbital gap at 7.60 eV. Its energy relative to the best compared isomer or geometry (same formula, charge and spin) is 7.3 kJ/mol. The value obtained for the LUMO energy is -6.38 eV. As for the electronic energy: -4059.19708 a.u. The net charge is +2. The HOMO energy is -13.98 eV.

Löwdin atomic charges, in units of e: Ga 0.609; C 0.003; C -0.267; C 0.019; C 0.008; C -0.075; C -0.408; N 0.039; Sb 1.641; C -0.375; C -0.076; C 0.004; C 0.018; C -0.258; C 0.013; N 0.019; C -0.434; C -0.082; C 0.005; C 0.015; C -0.261; C -0.004; N 0.023; H 0.092; H 0.062; H 0.112; H 0.138; H 0.135; H 0.110; H 0.108; H 0.134; H 0.139; H 0.113; H 0.036; H 0.112; H 0.110; H 0.135; H 0.138; H 0.099; H 0.104; H 0.074; C -0.006; C -0.171; C -0.033; C -0.652; Cl 0.745; C -0.070; C -0.028; C -0.220; O -0.143; C -0.042; C -0.539; O 0.168; O -0.013; H 0.098; H 0.059; H 0.104; H 0.130; H 0.120; H 0.088; H 0.156; H 0.124

=====

[2]
ORCA calculation (ωB97M-V/def2-TZVPD) on a molecular structure, C27H26F32GaO6 in a non-equilibrium geometry.

Geometry as XYZ:
```
92
C27H26F32GaO6 ωB97M-V/def2-TZVPD
O 6.29 -4.03 1.08
O 5.89 -3.28 -0.02
C 4.61 -3.80 -0.48
Ga 3.10 -2.37 -0.26
C 1.51 -3.41 0.59
C 1.01 -4.53 -0.19
C -0.06 -5.33 0.35
C -0.60 -4.96 1.63
C -0.12 -3.87 2.42
C 0.96 -3.05 1.89
H 5.70 -3.85 1.84
H 4.36 -4.68 0.18
H 4.62 -4.17 -1.54
H 2.55 -1.86 -1.69
H 3.54 -1.13 0.65
H 1.48 -4.75 -1.17
H -0.41 -6.19 -0.26
H -1.44 -5.56 2.03
H -0.51 -3.59 3.42
H 1.41 -2.19 2.41
C -3.02 1.80 3.48
C -3.45 0.57 4.30
C -2.34 -0.15 5.09
F -1.39 -0.65 4.29
F -2.87 -1.20 5.77
F -4.11 -0.29 3.50
F -4.36 1.01 5.22
O -2.79 1.60 2.08
C -1.52 1.14 1.70
C -1.57 -0.25 1.05
F -2.12 -1.16 1.88
F -0.34 -0.69 0.74
F -0.69 1.20 2.76
F -1.05 2.04 0.80
H -3.86 2.48 3.50
H -2.20 2.34 3.95
H -1.88 0.53 5.81
H -2.17 -0.23 0.14
C 2.34 2.27 3.16
C 3.62 2.21 2.31
C 4.75 1.33 2.84
F 5.20 1.76 4.05
F 5.80 1.37 2.00
F 4.05 3.48 2.08
F 3.25 1.71 1.11
O 2.18 3.39 4.03
C 2.77 3.33 5.29
C 3.86 4.40 5.47
F 4.84 4.27 4.55
F 4.45 4.28 6.69
F 3.22 2.09 5.54
F 1.78 3.57 6.19
H 1.52 2.37 2.45
H 2.14 1.32 3.67
H 4.43 0.29 2.93
H 3.44 5.40 5.38
C 0.06 -2.71 -6.27
C -1.35 -3.13 -6.71
C -2.43 -3.14 -5.62
F -2.15 -4.02 -4.63
F -3.62 -3.52 -6.14
F -1.29 -4.33 -7.33
F -1.75 -2.23 -7.65
O 0.99 -3.76 -5.99
C 0.98 -4.33 -4.72
C 0.59 -5.81 -4.75
F -0.64 -5.99 -5.29
F 0.54 -6.31 -3.49
F 0.20 -3.60 -3.90
F 2.23 -4.22 -4.25
H 0.50 -2.19 -7.12
H 0.04 -1.97 -5.47
H -2.55 -2.15 -5.18
H 1.31 -6.39 -5.33
C -1.91 5.50 -1.85
C -3.02 5.79 -0.81
C -3.64 4.57 -0.13
F -4.24 3.74 -1.00
F -4.59 4.96 0.75
F -3.98 6.55 -1.40
F -2.46 6.57 0.16
O -2.29 5.48 -3.22
C -2.81 4.30 -3.74
C -4.27 4.44 -4.19
F -5.06 4.83 -3.18
F -4.74 3.26 -4.65
F -2.64 3.29 -2.86
F -2.05 3.99 -4.82
H -1.22 6.35 -1.78
H -1.32 4.63 -1.58
H -2.88 4.01 0.43
H -4.35 5.18 -4.99
```

The calculation puts the frontier orbital gap at 6.27 eV. Its energy relative to the best compared isomer or geometry (same formula, charge and spin) is 0.0 kJ/mol. The value obtained for the LUMO energy is 1.70 eV. As for the electronic energy: -6616.25310 a.u. The net charge is -1. The HOMO energy is -4.57 eV.

Löwdin atomic charges, in units of e: O -0.107; O -0.284; C -0.302; Ga 0.372; C -0.286; C -0.130; C -0.111; C -0.138; C -0.120; C -0.151; H 0.088; H 0.052; H 0.039; H -0.106; H -0.092; H 0.076; H 0.083; H 0.079; H 0.083; H 0.071; C -0.043; C -0.436; C -0.301; F 0.093; F 0.093; F 0.135; F 0.100; O 0.031; C -0.504; C -0.275; F 0.099; F 0.110; F 0.129; F 0.131; H 0.147; H 0.144; H 0.173; H 0.178; C -0.039; C -0.446; C -0.298; F 0.078; F 0.096; F 0.118; F 0.105; O 0.038; C -0.529; C -0.284; F 0.101; F 0.092; F 0.144; F 0.132; H 0.130; H 0.146; H 0.164; H 0.173; C -0.049; C -0.437; C -0.300; F 0.098; F 0.085; F 0.125; F 0.097; O 0.039; C -0.528; C -0.278; F 0.090; F 0.098; F 0.139; F 0.148; H 0.147; H 0.148; H 0.174; H 0.174; C -0.040; C -0.435; C -0.298; F 0.095; F 0.090; F 0.126; F 0.105; O 0.041; C -0.525; C -0.281; F 0.097; F 0.098; F 0.143; F 0.146; H 0.149; H 0.147; H 0.158; H 0.175

=====

[3]
ORCA calculation (ωB97M-V/def2-TZVPD) on a molecular structure, C27H26F6GaN5O4S2Si.

Geometry as XYZ:
```
72
C27H26F6GaN5O4S2Si ωB97M-V/def2-TZVPD
Ga -0.20 0.01 0.44
C 0.81 -4.66 -2.81
C 1.46 -3.49 -2.43
C 0.85 -2.61 -1.55
C -0.41 -2.90 -1.06
C -1.07 -4.06 -1.43
C -0.46 -4.94 -2.31
N -1.00 -1.94 -0.17
N -2.04 -2.28 0.41
C -2.56 -1.28 1.30
C -3.79 -1.54 1.87
C -4.33 -0.60 2.74
C -3.63 0.56 3.01
C -2.39 0.80 2.42
C -1.83 -0.13 1.56
H 1.28 -5.34 -3.51
H 2.44 -3.26 -2.83
H 1.35 -1.70 -1.27
H -2.06 -4.26 -1.04
H -0.97 -5.84 -2.61
H -4.32 -2.46 1.63
H -5.30 -0.77 3.19
H -4.05 1.30 3.68
H -1.87 1.73 2.64
N 3.19 -3.59 4.68
C 2.48 -2.95 3.72
C 3.10 -2.05 2.84
C 2.33 -1.43 1.88
N 1.02 -1.62 1.71
C 0.44 -2.49 2.55
C 1.11 -3.16 3.54
H 4.15 -3.37 4.84
H 2.72 -4.17 5.36
H 4.16 -1.84 2.91
H 2.80 -0.74 1.19
H -0.62 -2.66 2.42
H 0.57 -3.85 4.18
C 1.66 1.86 2.70
Si 1.41 1.78 0.84
C 3.05 1.66 -0.06
C 0.65 3.40 0.30
C 0.01 4.26 1.19
C -0.59 5.43 0.75
C -0.56 5.76 -0.60
C 0.09 4.93 -1.50
C 0.69 3.76 -1.05
H 2.17 2.78 2.98
H 2.26 1.02 3.07
H 0.70 1.82 3.22
H 3.59 2.60 0.08
H 2.89 1.51 -1.13
H 3.69 0.85 0.29
H -0.03 4.01 2.25
H -1.09 6.08 1.46
H -1.04 6.67 -0.94
H 0.11 5.18 -2.55
H 1.18 3.12 -1.78
F -2.32 -1.36 -2.72
C -2.76 -0.13 -2.52
F -3.44 0.29 -3.58
F -3.59 -0.15 -1.47
S -1.34 1.07 -2.12
O -0.18 0.21 -1.83
O -1.81 1.75 -0.94
N -1.22 2.03 -3.34
S -0.77 1.39 -4.76
O -0.75 -0.04 -4.73
O -1.38 2.09 -5.84
C 1.00 1.91 -4.82
F 1.55 1.41 -5.93
F 1.68 1.45 -3.76
F 1.10 3.23 -4.84
```

The calculation puts the frontier orbital gap at 7.39 eV. Its energy relative to the best compared isomer or geometry (same formula, charge and spin) is 0.0 kJ/mol. The value obtained for the LUMO energy is -1.04 eV. As for the electronic energy: -5229.08906 a.u. The HOMO energy is -8.43 eV.

Löwdin atomic charges, in units of e: Ga 0.589; C -0.072; C -0.056; C -0.025; C -0.238; C -0.020; C -0.069; N 0.000; N 0.135; C -0.299; C -0.020; C -0.072; C -0.065; C -0.078; C -0.168; H 0.105; H 0.109; H 0.097; H 0.110; H 0.106; H 0.114; H 0.104; H 0.105; H 0.098; N 0.133; C -0.311; C -0.001; C -0.149; N 0.011; C -0.104; C 0.002; H 0.104; H 0.104; H 0.117; H 0.078; H 0.104; H 0.115; C -0.204; Si 0.542; C -0.196; C -0.299; C -0.101; C -0.086; C -0.082; C -0.072; C -0.113; H 0.041; H 0.015; H 0.025; H 0.043; H 0.025; H 0.013; H 0.091; H 0.100; H 0.101; H 0.106; H 0.086; F 0.146; C -0.653; F 0.154; F 0.139; S 0.612; O -0.365; O -0.283; N -0.270; S 0.599; O -0.274; O -0.251; C -0.684; F 0.146; F 0.121; F 0.137